{
  "formula": "C5H9N",
  "method": "ωB97M-V/def2-TZVPD",
  "symbols": ["C", "N", "C", "C", "C", "C", "H", "H", "H", "H", "H", "H", "H", "H", "H"],
  "positions_angstrom": [[1.668, 0.904, -0.896], [0.923, -0.371, -0.842], [-0.109, -0.491, -0.016], [-0.365, -1.780, 0.470], [-2.148, 0.594, 0.702], [-0.852, 0.700, 0.410], [1.927, 1.228, 0.107], [2.603, 0.669, -1.392], [1.194, 1.640, -1.530], [1.463, -1.186, -1.102], [0.192, -2.636, 0.119], [-0.912, -1.838, 1.396], [-2.731, 1.451, 1.003], [-2.605, -0.386, 0.752], [-0.248, 1.503, 0.817]],
  "e_lumo_ev": [-4.3, -6.8],
  "orbital_gap_ev": [10.193, 8.018],
  "spin_multiplicity": 2,
  "relative_energy_ev": 1.1400,
  "homo_ev": [-14.52, -14.87],
  "total_charge": 1
}